1.
This record from the Open Molecules 2025 dataset describes one molecule with the formula C22H15ClF5N3O3. The level of theory is ωB97M-V/def2-TZVPD.

```
49
C22H15ClF5N3O3 (ωB97M-V/def2-TZVPD)
O -1.55 -1.14 -1.30
C -1.91 -0.17 -0.68
N -1.13 0.87 -0.29
C 0.25 1.01 -0.47
C 0.99 0.21 -1.33
C 2.36 0.33 -1.37
C 3.07 1.24 -0.58
N 4.45 1.31 -0.56
C 5.14 1.40 0.72
C 5.78 0.04 1.08
N 5.03 -1.01 0.42
C 3.85 -1.36 1.01
O 3.55 -0.95 2.12
C 2.98 -2.30 0.28
C 3.21 -3.40 -0.51
C 1.94 -3.92 -0.85
C 1.03 -3.11 -0.23
O 1.65 -2.15 0.46
C 5.27 -0.98 -1.01
C 5.21 0.50 -1.48
C 2.28 2.15 0.16
Cl 2.97 3.54 0.93
C 0.91 2.01 0.24
C -3.36 -0.03 -0.26
C -4.03 -1.13 0.26
F -3.36 -2.26 0.51
C -5.38 -1.08 0.58
F -6.00 -2.14 1.09
C -6.10 0.09 0.35
F -7.40 0.15 0.63
C -5.45 1.21 -0.18
F -6.13 2.33 -0.40
C -4.09 1.14 -0.47
F -3.49 2.22 -0.97
H -1.55 1.60 0.27
H 0.50 -0.53 -1.93
H 2.89 -0.32 -2.04
H 4.43 1.65 1.50
H 5.90 2.19 0.67
H 6.82 -0.02 0.75
H 5.74 -0.12 2.16
H 4.17 -3.80 -0.79
H 1.74 -4.77 -1.46
H -0.04 -3.11 -0.24
H 6.26 -1.40 -1.21
H 4.52 -1.60 -1.51
H 4.78 0.57 -2.48
H 6.21 0.92 -1.52
H 0.35 2.71 0.84
```

Its SMILES is O=C(Nc1ccc(N2CCN(C(=O)c3ccco3)CC2)c(Cl)c1)c1c(F)c(F)c(F)c(F)c1F. The value obtained for the energy above the lowest of the compared OMol25 structures with the same formula, charge and spin is 1.8 kcal/mol. As for the HOMO energy: -7.8 eV. The value obtained for the LUMO energy is 0.221 eV. The HOMO-LUMO gap is 8.00 eV. The value obtained for the total energy is -59779.089 eV.

2.
This record from the Open Molecules 2025 dataset describes C22H15ClN2ORu as an isolated structure. The level of theory is ωB97M-V/def2-TZVPD.

```
42
C22H15ClN2ORu (ωB97M-V/def2-TZVPD)
Ru 0.19 0.44 -0.99
Cl -2.91 4.42 4.05
C -2.08 3.74 2.73
C -1.96 4.48 1.54
C -1.29 3.96 0.45
C -0.75 2.67 0.53
O -0.17 2.20 -0.59
C -0.86 1.93 1.72
C -0.14 0.69 1.90
N 0.49 0.08 0.95
C 1.44 -0.97 1.22
C 1.74 -1.53 2.42
C 2.75 -2.51 2.50
C 3.46 -2.89 1.39
C 3.17 -2.30 0.13
C 3.86 -2.60 -1.06
C 3.52 -1.96 -2.23
C 2.47 -1.04 -2.22
N 1.80 -0.74 -1.11
C 2.14 -1.36 0.07
C -1.52 2.48 2.82
H -2.39 5.47 1.49
H -1.18 4.51 -0.47
H -0.06 0.30 2.91
H 1.24 -1.23 3.34
H 2.98 -2.95 3.46
H 4.25 -3.63 1.46
H 4.66 -3.32 -1.05
H 4.03 -2.17 -3.16
H 2.15 -0.54 -3.13
H -1.59 1.93 3.75
C -3.53 -0.94 -2.97
C -2.47 -0.23 -3.50
C -1.44 0.07 -2.62
C -1.48 -0.34 -1.29
C -2.55 -1.06 -0.74
C -3.57 -1.35 -1.62
H -4.37 -1.19 -3.60
H -2.46 0.09 -4.53
H -0.56 0.66 -2.97
H -2.58 -1.38 0.29
H -4.43 -1.91 -1.27
```

The value obtained for the energy above the lowest of the compared OMol25 structures with the same formula, charge and spin is 0.0 kcal/mol. As for the HOMO energy: -14.3 eV. The value obtained for the LUMO energy is -8.685 eV. The HOMO-LUMO gap is 5.64 eV. The net charge is +2. The value obtained for the total energy is -43173.182 eV.

3.
This record from the Open Molecules 2025 dataset describes C22H15F3MnN4O2S as an isolated structure. The level of theory is ωB97M-V/def2-TZVPD.

```
48
C22H15F3MnN4O2S (ωB97M-V/def2-TZVPD)
Mn -2.28 2.44 0.47
F 0.48 4.69 5.31
C 0.26 4.49 4.01
F 1.13 3.55 3.59
F 0.54 5.62 3.36
C -1.16 4.04 3.76
C -2.07 3.92 4.79
C -3.37 3.47 4.53
C -3.70 3.11 3.25
N -2.82 3.25 2.24
C -1.59 3.74 2.47
S -0.69 3.96 0.97
H -1.77 4.17 5.80
H -4.10 3.40 5.32
H -4.67 2.72 3.00
C 4.85 -3.81 0.81
O 4.22 -4.70 -0.10
C 3.27 -4.20 -0.92
C 2.88 -2.86 -0.95
C 1.91 -2.45 -1.84
C 1.31 -3.35 -2.71
C 1.74 -4.68 -2.70
C 2.68 -5.11 -1.80
N 0.41 -3.01 -3.77
N -0.37 -2.04 -3.72
C -0.82 -1.42 -2.53
C -1.19 -2.11 -1.39
C -1.82 -1.47 -0.30
C -2.06 -0.12 -0.33
O -2.59 0.63 0.67
C -1.63 0.59 -1.46
N -1.75 1.96 -1.37
C -1.40 2.72 -2.40
C -0.89 2.17 -3.58
C -0.71 0.81 -3.67
C -1.07 -0.02 -2.59
H 5.53 -4.42 1.39
H 4.11 -3.35 1.48
H 5.41 -3.04 0.29
H 3.36 -2.13 -0.31
H 1.65 -1.40 -1.89
H 1.29 -5.37 -3.41
H 3.01 -6.14 -1.78
H -1.02 -3.17 -1.35
H -2.10 -2.04 0.57
H -1.50 3.79 -2.28
H -0.63 2.82 -4.39
H -0.28 0.36 -4.56
```

As for the expectation value of S²: 6.0836. As for the HOMO energy (spin up / spin down): -10.2 / -10.2 eV. The value obtained for the LUMO energy (spin up / spin down) is -5.210 / -4.333 eV. The HOMO-LUMO gap (spin up / spin down) is 5.00 / 5.91 eV. As for the multiplicity: 5. The net charge is +1. The value obtained for the total energy is -83414.596 eV.

4.
This record from the Open Molecules 2025 dataset describes C22H15F3N3O4S3 as an isolated structure at a distorted geometry. The level of theory is ωB97M-V/def2-TZVPD.

```
50
C22H15F3N3O4S3 (ωB97M-V/def2-TZVPD)
F 1.60 -2.09 1.20
C 0.57 -1.71 2.06
F -0.17 -2.87 2.23
F 1.15 -1.37 3.27
S -0.25 -0.33 1.42
N -0.23 0.80 -3.50
S -0.71 -0.71 -3.81
C -1.86 -1.17 -2.50
C -3.20 -1.54 -2.74
C -3.96 -2.12 -1.71
C -3.39 -2.28 -0.43
C -2.09 -1.84 -0.19
C -1.35 -1.26 -1.20
O -1.53 -0.68 -5.00
O 0.38 -1.67 -3.67
S 0.90 1.32 -2.48
C 2.24 0.21 -1.92
C 2.64 0.32 -0.58
C 3.81 -0.29 -0.14
C 4.56 -1.06 -1.02
C 4.13 -1.24 -2.34
C 2.98 -0.59 -2.79
O 1.59 2.38 -3.19
O 0.34 1.54 -1.14
H -3.66 -1.37 -3.71
H -4.99 -2.46 -1.87
H -3.94 -2.70 0.41
H -1.70 -1.93 0.83
H -0.36 -0.87 -0.99
H 2.01 0.85 0.13
H 4.12 -0.14 0.90
H 5.49 -1.53 -0.68
H 4.68 -1.89 -3.02
H 2.64 -0.71 -3.82
C -1.28 1.76 0.85
C -1.00 2.84 -0.05
N -0.98 3.87 -0.62
C -0.93 2.03 2.25
C -1.67 1.41 3.30
C -1.05 1.21 4.52
C 0.26 1.65 4.74
C 0.90 2.45 3.79
C 0.30 2.66 2.55
C -2.55 1.21 0.56
N -3.59 0.75 0.28
H -2.68 1.03 3.10
H -1.59 0.66 5.30
H 0.78 1.37 5.66
H 1.89 2.86 3.98
H 0.79 3.25 1.78
```

The value obtained for the energy above the lowest of the compared OMol25 structures with the same formula, charge and spin is 76.2 kcal/mol. As for the HOMO energy: -5.9 eV. The value obtained for the LUMO energy is -1.230 eV. The HOMO-LUMO gap is 4.68 eV. The net charge is -1. The value obtained for the total energy is -76371.163 eV.

5.
This record from the Open Molecules 2025 dataset describes C22H15F6N3O7PtS2 as an isolated structure at a distorted geometry. The level of theory is ωB97M-V/def2-TZVPD.

```
56
C22H15F6N3O7PtS2 (ωB97M-V/def2-TZVPD)
Pt 1.19 -1.31 -0.38
O 2.35 4.18 2.03
C 1.07 4.12 2.43
C 0.75 4.67 3.66
C -0.55 4.63 4.12
C -1.57 4.03 3.36
C -1.25 3.48 2.14
C 0.06 3.52 1.65
C 0.42 2.91 0.39
O 1.53 2.88 -0.09
N -0.71 2.31 -0.35
N -0.46 2.21 -1.53
C -1.35 1.91 -2.51
C -1.23 0.86 -3.37
C -1.97 0.81 -4.60
C -1.65 -0.08 -5.55
C -0.54 -0.98 -5.34
C 0.18 -1.00 -4.19
C -0.20 -0.14 -3.10
O 0.31 -0.23 -1.97
H 2.43 3.70 1.18
H 1.54 5.13 4.25
H -0.79 5.06 5.08
H -2.58 3.99 3.74
H -2.01 2.98 1.55
H -2.08 2.70 -2.70
H -2.77 1.53 -4.75
H -2.18 -0.11 -6.48
H -0.29 -1.67 -6.13
H 0.99 -1.69 -4.03
F -0.91 -3.17 -1.84
C -0.25 -4.17 -2.43
F -0.76 -5.32 -2.01
F -0.42 -4.08 -3.75
S 1.56 -4.12 -2.06
O 1.95 -2.72 -2.14
O 2.12 -5.00 -3.02
N 1.63 -4.72 -0.62
S 1.90 -4.10 0.77
O 2.17 -2.65 0.79
O 2.82 -4.84 1.56
C 0.26 -4.28 1.62
F -0.03 -5.57 1.74
F -0.69 -3.68 0.91
F 0.34 -3.72 2.82
C -0.43 0.62 3.64
C 0.93 0.44 3.46
C 1.41 -0.12 2.28
C 0.53 -0.48 1.27
C -0.84 -0.29 1.45
C -1.31 0.25 2.64
H -0.80 1.06 4.56
H 1.63 0.72 4.23
H 2.48 -0.28 2.15
H -1.54 -0.59 0.67
H -2.38 0.39 2.78
```

The value obtained for the energy above the lowest of the compared OMol25 structures with the same formula, charge and spin is 59.9 kcal/mol. As for the HOMO energy (spin up / spin down): -8.7 / -8.7 eV. The value obtained for the LUMO energy (spin up / spin down) is -1.978 / -1.979 eV. The HOMO-LUMO gap (spin up / spin down) is 6.68 / 6.68 eV. The value obtained for the total energy is -83078.006 eV.

6.
This record from the Open Molecules 2025 dataset describes C22H15F7NO4S2Sn as an isolated structure. The level of theory is ωB97M-V/def2-TZVPD.

```
52
C22H15F7NO4S2Sn (ωB97M-V/def2-TZVPD)
Sn 0.67 0.01 -1.23
F -2.74 -3.83 -2.01
C -2.84 -2.54 -1.74
F -4.08 -2.13 -1.89
F -2.42 -2.31 -0.51
S -1.74 -1.62 -2.96
O -0.45 -1.50 -2.22
O -1.68 -2.37 -4.15
N -2.39 -0.20 -3.17
S -2.18 0.89 -2.08
O -2.70 0.66 -0.77
O -0.70 1.30 -2.10
C -2.97 2.37 -2.87
F -2.46 2.56 -4.07
F -4.26 2.14 -2.93
F -2.71 3.41 -2.09
F 5.72 0.08 -4.69
C 4.63 0.07 -3.94
C 4.76 0.16 -2.56
C 3.62 0.15 -1.79
C 2.37 0.04 -2.39
C 2.26 -0.05 -3.78
C 3.40 -0.04 -4.57
H 5.75 0.24 -2.13
H 3.71 0.22 -0.71
H 1.29 -0.14 -4.26
H 3.35 -0.11 -5.64
C 0.13 -2.32 5.51
C -0.07 -3.25 4.51
C 0.08 -2.89 3.18
C 0.40 -1.57 2.84
C 0.62 -0.64 3.86
C 0.49 -1.01 5.18
C 0.54 -1.24 1.41
C 0.27 -0.07 0.81
C -0.27 1.17 1.40
C -1.47 1.15 2.11
C -1.98 2.33 2.63
C -1.32 3.54 2.42
C -0.14 3.56 1.70
C 0.38 2.39 1.18
H 0.02 -2.60 6.54
H -0.34 -4.27 4.76
H -0.06 -3.62 2.40
H 0.91 0.38 3.61
H 0.67 -0.29 5.96
H 0.87 -2.08 0.80
H -1.99 0.22 2.26
H -2.91 2.31 3.19
H -1.73 4.45 2.83
H 0.38 4.50 1.53
H 1.32 2.41 0.63
```

The value obtained for the energy above the lowest of the compared OMol25 structures with the same formula, charge and spin is 0.0 kcal/mol. As for the HOMO energy: -11.5 eV. The value obtained for the LUMO energy is -3.646 eV. The HOMO-LUMO gap is 7.88 eV. The net charge is +1. The value obtained for the total energy is -79253.117 eV.

7.
This record from the Open Molecules 2025 dataset describes C22H15N12O2W as an isolated structure. The level of theory is ωB97M-V/def2-TZVPD.

```
52
C22H15N12O2W (ωB97M-V/def2-TZVPD)
W 1.22 0.23 0.56
C -1.39 3.68 -0.21
C -1.80 3.49 -1.52
C -1.38 2.36 -2.21
C -0.57 1.44 -1.58
N -0.17 1.62 -0.29
C -0.58 2.73 0.38
C 0.01 0.26 -2.23
C -0.25 -0.11 -3.54
C 0.40 -1.22 -4.06
C 1.30 -1.92 -3.27
C 1.52 -1.50 -1.98
N 0.86 -0.44 -1.45
H -1.69 4.55 0.36
H -2.44 4.22 -2.01
H -1.67 2.22 -3.24
H -0.24 2.86 1.39
H -0.93 0.46 -4.15
H 0.22 -1.52 -5.09
H 1.85 -2.77 -3.65
H 2.25 -1.99 -1.36
O 2.17 -3.61 1.19
C 1.47 -2.68 1.10
O 2.05 -1.32 0.96
C 0.00 -2.51 1.08
C -0.80 -3.63 1.10
C -2.17 -3.43 1.09
C -2.68 -2.13 1.18
C -4.07 -1.90 1.31
C -4.54 -0.64 1.55
C -3.63 0.43 1.70
C -2.29 0.26 1.54
C -1.77 -1.02 1.24
N -0.42 -1.24 1.08
H -0.36 -4.62 1.11
H -2.85 -4.27 1.05
H -4.74 -2.74 1.24
H -5.61 -0.47 1.67
H -4.02 1.40 1.99
H -1.61 1.07 1.76
N 4.18 1.50 1.74
C 3.07 1.36 2.42
N 2.82 0.72 3.62
N 1.59 0.40 3.63
N 0.93 0.95 2.54
N 1.88 1.60 1.81
C 4.06 1.49 0.35
N 4.97 1.79 -0.50
N 4.46 1.41 -1.71
N 3.32 0.89 -1.60
N 2.95 0.91 -0.27
H 5.10 1.40 2.17
```

The value obtained for the energy above the lowest of the compared OMol25 structures with the same formula, charge and spin is 1.6 kcal/mol. As for the HOMO energy: -18.1 eV. The value obtained for the LUMO energy is -12.564 eV. The HOMO-LUMO gap is 5.51 eV. The net charge is +3. The value obtained for the total energy is -46829.795 eV.

8.
This record from the Open Molecules 2025 dataset describes a 2-piece molecular cluster, C22H15N2O6S2 overall at a distorted geometry. The level of theory is ωB97M-V/def2-TZVPD.

```
47
C22H15N2O6S2 (ωB97M-V/def2-TZVPD)
C -0.68 0.23 1.53
N 0.32 0.87 2.26
O 1.52 0.47 2.22
O 0.02 1.86 2.98
C -2.02 0.30 2.07
C -2.62 1.50 2.49
C -3.87 1.48 3.11
C -4.54 0.27 3.31
C -5.86 0.32 3.89
N -6.95 0.43 4.32
C -3.93 -0.94 2.90
C -2.70 -0.93 2.25
H -0.41 -0.65 0.98
H -2.08 2.42 2.32
H -4.32 2.42 3.43
H -4.44 -1.88 3.10
H -2.18 -1.83 1.91
C 3.84 -4.41 -1.58
C 3.29 -3.38 -0.82
C 3.08 -2.15 -1.43
C 3.33 -1.93 -2.77
C 3.84 -2.98 -3.54
C 4.14 -4.20 -2.93
S 2.74 -0.36 -3.42
O 3.86 0.55 -3.59
O 1.86 -0.67 -4.52
C 1.79 0.17 -2.01
C 0.51 0.67 -2.06
C -0.11 1.68 -1.25
C 0.57 2.42 -0.24
C -0.13 3.36 0.52
C -1.47 3.65 0.25
C -2.15 2.92 -0.74
C -1.48 1.96 -1.49
S 2.31 -0.79 -0.57
O 1.15 -1.42 0.01
O 3.34 -0.10 0.17
H 4.03 -5.38 -1.11
H 3.03 -3.52 0.23
H 3.99 -2.83 -4.60
H 4.59 -5.00 -3.51
H -0.07 0.36 -2.95
H 1.63 2.21 -0.06
H 0.38 3.90 1.33
H -1.97 4.44 0.83
H -3.21 3.10 -0.93
H -1.97 1.38 -2.29
```

The value obtained for the energy above the lowest of the compared OMol25 structures with the same formula, charge and spin is 29.8 kcal/mol. As for the HOMO energy: -3.8 eV. The value obtained for the LUMO energy is 1.017 eV. The HOMO-LUMO gap is 4.80 eV. The net charge is -1. The value obtained for the total energy is -59988.092 eV.

9.
This record from the Open Molecules 2025 dataset describes C22H16BrIrN4O2S3Se3Te as an isolated structure at a distorted geometry. The level of theory is ωB97M-V/def2-TZVPD.

```
53
C22H16BrIrN4O2S3Se3Te (ωB97M-V/def2-TZVPD)
Ir 17.23 5.29 9.89
C 21.19 6.97 10.14
O 21.81 5.78 10.66
C 22.37 5.78 11.93
C 23.74 6.05 12.11
C 24.30 6.01 13.39
Br 26.11 5.98 13.84
C 23.40 5.97 14.47
C 22.06 5.59 14.34
C 21.61 5.32 13.01
O 20.46 4.58 12.77
C 21.20 5.51 15.45
N 21.47 5.95 16.69
C 20.30 6.07 17.38
C 20.02 6.69 18.58
C 18.70 6.78 19.02
C 17.69 6.35 18.18
C 17.89 5.70 16.93
C 19.22 5.64 16.52
N 19.82 5.35 15.30
H 21.82 7.87 10.12
H 20.26 7.15 10.69
H 20.85 6.76 9.15
H 24.36 6.24 11.20
H 23.82 6.10 15.46
H 20.29 4.58 11.83
H 20.80 7.19 19.11
H 18.49 7.10 20.01
H 16.70 6.54 18.50
H 17.08 5.26 16.33
H 19.38 4.86 14.50
Se 17.25 6.48 8.07
Se 16.07 8.48 8.87
Te 16.65 3.01 11.05
Se 18.80 3.14 9.66
S 11.91 5.18 6.28
C 12.83 5.96 7.40
S 14.47 6.39 6.90
C 14.51 7.46 8.37
N 13.46 7.38 9.13
N 12.47 6.53 8.58
C 11.19 6.64 9.14
C 10.00 6.16 8.59
C 8.86 6.14 9.42
C 8.79 6.88 10.59
C 9.92 7.55 11.05
C 11.09 7.36 10.42
S 17.02 5.04 12.37
H 9.99 5.64 7.62
H 8.04 5.45 9.07
H 7.85 6.97 11.12
H 9.87 8.16 11.97
H 12.00 7.77 10.80
```

The value obtained for the energy above the lowest of the compared OMol25 structures with the same formula, charge and spin is 36.0 kcal/mol. As for the expectation value of S²: 6.0351. As for the HOMO energy (spin up / spin down): -7.8 / -7.8 eV. The value obtained for the LUMO energy (spin up / spin down) is -1.635 / -3.259 eV. The HOMO-LUMO gap (spin up / spin down) is 6.20 / 4.58 eV. As for the multiplicity: 5. The value obtained for the total energy is -341844.219 eV.